Computed, not measured: 5 unconnected molecules or ions with the total composition C35H61F9N11O5S at a distorted geometry, with ωB97M-V/def2-TZVPD.

Positions of all 122 atoms, in Å:
1 C 2.951808 0.098466 4.871839
2 C 2.638001 -0.382269 3.482605
3 C 3.421092 -1.279574 2.814710
4 C 3.061825 -1.671133 1.564427
5 C 1.946075 -1.203920 0.948435
6 C 1.659118 -1.692062 -0.463298
7 C 0.658866 -2.849053 -0.521995
8 C 1.283489 -0.555058 -1.424729
9 C 1.167014 -0.308981 1.618544
10 O -0.002662 0.196735 1.032518
11 C 0.061752 1.584344 0.912704
12 N -0.937612 1.998842 -0.082039
13 C -2.267464 1.375177 0.043331
14 C -2.478130 0.200999 -0.908277
15 C -3.985382 -0.134888 -0.963774
16 C -4.373754 -1.264397 0.010901
17 N -5.591446 -0.971554 0.796823
18 C -5.299766 -0.589797 2.137372
19 N -5.225275 -1.366554 3.140329
20 N -5.126689 0.790920 2.358146
21 C -0.656459 2.851721 -1.013983
22 N -1.601134 3.179757 -1.951057
23 C -0.798129 3.623098 -3.138639
24 N -1.390168 4.607672 -4.013820
25 C 0.677860 3.793254 -2.677004
26 S 1.811571 2.728917 -3.613206
27 N 0.543229 3.491922 -1.241062
28 C 1.004649 4.516692 -0.345481
29 F 1.096985 4.097622 0.922220
30 F 2.259942 4.801395 -0.728827
31 C 0.199975 5.869180 -0.378190
32 F 0.892476 6.730628 -1.143035
33 F -1.009400 5.744106 -0.947118
34 C 0.025727 6.554483 1.002426
35 F -0.458805 7.779796 0.732504
36 F 1.194508 6.745472 1.611768
37 C -1.013363 5.844335 1.949767
38 F -2.115795 6.586588 2.034130
39 F -1.374699 4.633512 1.481180
40 F -0.515757 5.727726 3.170677
41 C 1.525773 0.089817 2.871260
42 H 2.717616 1.162289 4.913654
43 H 2.320207 -0.388045 5.609497
44 H 4.003937 -0.002033 5.119592
45 H 4.300436 -1.639124 3.314859
46 H 3.701242 -2.381321 1.062561
47 H 2.607383 -2.073800 -0.840172
48 H -0.366212 -2.491438 -0.464145
49 H 0.762501 -3.314647 -1.498913
50 H 0.878055 -3.617209 0.209683
51 H 1.958414 0.277584 -1.210353
52 H 1.365928 -0.864650 -2.465585
53 H 0.264220 -0.218626 -1.274361
54 H -0.174605 2.080941 1.853027
55 H 1.048998 1.886222 0.572603
56 H -3.024970 2.151338 -0.037948
57 H -2.323445 0.981694 1.053881
58 H -2.117577 0.394173 -1.920850
59 H -1.922650 -0.656691 -0.542913
60 H -4.304612 -0.336765 -1.981425
61 H -4.548499 0.742775 -0.645171
62 H -4.568225 -2.173552 -0.549685
63 H -3.541656 -1.433280 0.700172
64 H -6.122675 -1.831724 0.872348
65 H -5.368743 -2.331382 2.851563
66 H -4.241579 0.948674 2.823908
67 H -5.124231 1.295662 1.479788
68 H -2.103319 2.387477 -2.334475
69 H -0.738911 2.738316 -3.774661
70 H -0.852406 5.468510 -4.007589
71 H -1.329729 4.279248 -4.968340
72 H 0.974347 4.817865 -2.875060
73 H 2.000689 1.685452 -2.783297
74 H 0.901253 0.804858 3.394182
75 C 6.116253 2.730355 -1.546314
76 O 6.904146 1.838941 -1.313128
77 N 6.107561 3.933652 -0.938585
78 C 5.130299 4.950385 -1.268414
79 C 7.111015 4.210884 0.076865
80 H 5.314170 2.623285 -2.300254
81 H 5.635833 5.846975 -1.633966
82 H 4.554226 5.203801 -0.378709
83 H 4.455097 4.585572 -2.040026
84 H 8.107998 4.123600 -0.354990
85 H 7.025843 3.486973 0.887789
86 H 6.970733 5.215146 0.468518
87 C -1.576330 -5.664655 -2.072748
88 O -1.076950 -5.026402 -1.164240
89 N -0.906332 -6.512392 -2.872385
90 C -1.558548 -7.247572 -3.939592
91 C 0.519583 -6.695882 -2.654440
92 H -2.650093 -5.596499 -2.316420
93 H -1.448333 -8.320315 -3.772080
94 H -1.105744 -6.989190 -4.898717
95 H -2.617956 -7.003332 -3.972527
96 H 0.694752 -7.065597 -1.643805
97 H 1.036890 -5.742067 -2.763509
98 H 0.913567 -7.407119 -3.375333
99 C 5.686212 -4.541623 3.414465
100 O 5.156814 -3.628985 2.803555
101 N 6.265804 -4.421627 4.619024
102 C 6.882317 -5.547772 5.296135
103 C 6.273885 -3.118752 5.262603
104 H 5.730860 -5.566239 3.011463
105 H 6.389394 -5.718522 6.254707
106 H 7.939432 -5.340943 5.471025
107 H 6.794500 -6.445985 4.689480
108 H 5.249184 -2.773711 5.410822
109 H 6.791946 -2.396607 4.629575
110 H 6.776207 -3.185389 6.223656
111 C -7.983924 -2.814502 -2.049716
112 O -7.130830 -3.074305 -1.215758
113 N -8.353290 -1.569855 -2.390774
114 C -9.367898 -1.297298 -3.391392
115 C -7.691455 -0.471540 -1.712143
116 H -8.524663 -3.600184 -2.600798
117 H -8.937770 -0.710040 -4.204836
118 H -10.188957 -0.735906 -2.942585
119 H -9.757605 -2.228358 -3.796448
120 H -6.619114 -0.537966 -1.893355
121 H -7.862962 -0.559173 -0.640811
122 H -8.066791 0.484063 -2.070319

Forces on atoms 1 to 3 (eV/Å):
C -0.0791 0.4883 -0.2861
C 0.5880 0.2370 1.3242
C 0.5878 0.1402 0.9604

Its gap between HOMO and LUMO is 7.869 eV. The net charge is +1. As for the LUMO energy: -2.8 eV. The HOMO energy comes out at -10.71 eV.



Computed, not measured: 9 unconnected molecules or ions with the total composition C35H61N10O3PS2 at a distorted geometry, with ωB97M-V/def2-TZVPD.

Positions of all 112 atoms, in Å:
1 C -2.463982 0.656024 -0.846605
2 O -2.034631 0.644255 -2.198127
3 C -1.158614 -0.433454 -2.494750
4 C -1.822579 -1.488417 -3.393240
5 C -0.948681 -1.930710 -4.570632
6 C 0.482880 -2.369199 -4.227748
7 C 0.651776 -3.316567 -3.021923
8 C 1.695758 -2.813144 -2.011271
9 C 1.596634 -3.476243 -0.625943
10 C 0.936347 -2.549300 0.421803
11 P -0.138129 -3.435263 1.607043
12 C -0.769188 -5.095859 1.141257
13 C -1.790974 -2.590308 1.102839
14 C -2.529045 -1.934396 2.286378
15 C -2.242822 -0.445045 2.449373
16 S -0.442908 -0.189690 2.431705
17 C -0.327526 1.549098 2.031380
18 S -1.338860 2.592019 2.820324
19 N 0.549163 1.962320 1.071175
20 C 1.315054 0.920147 0.351779
21 C 2.383399 1.494018 -0.595057
22 O 3.143813 2.571499 -0.063094
23 C 2.842133 2.820041 1.299726
24 C 1.370458 3.142457 1.421507
25 N 1.519484 -4.297535 2.274431
26 C 1.779901 -4.016177 3.415795
27 O 2.026119 -3.720846 4.528336
28 H -1.602730 0.516464 -0.187175
29 H -3.166916 -0.169246 -0.673806
30 H -2.938514 1.608030 -0.619863
31 H -0.820122 -0.930236 -1.578269
32 H -0.265489 -0.015440 -2.966112
33 H -2.115369 -2.355465 -2.794233
34 H -2.738634 -1.043135 -3.787971
35 H -1.476791 -2.699323 -5.140934
36 H -0.866597 -1.064371 -5.236467
37 H 1.080656 -1.469999 -4.071057
38 H 0.890319 -2.861133 -5.113400
39 H 1.018026 -4.274207 -3.399090
40 H -0.293128 -3.530056 -2.514369
41 H 2.677485 -3.058213 -2.425691
42 H 1.664421 -1.721788 -1.949307
43 H 1.062822 -4.423829 -0.724953
44 H 2.600409 -3.726551 -0.289455
45 H 1.745724 -2.135310 1.025682
46 H 0.434289 -1.708081 -0.041830
47 H -0.302852 -2.951924 2.915546
48 H -1.062110 -5.056063 0.092599
49 H -1.610818 -5.370307 1.772458
50 H 0.030086 -5.827089 1.224494
51 H -1.669648 -1.846371 0.315695
52 H -2.459337 -3.353715 0.699111
53 H -2.333322 -2.459314 3.228039
54 H -3.603099 -2.039841 2.111632
55 H -2.625155 -0.090892 3.405792
56 H -2.716078 0.160460 1.679520
57 H 1.809771 0.238904 1.036361
58 H 0.614332 0.385189 -0.288989
59 H 1.968913 1.772981 -1.564800
60 H 3.069434 0.656644 -0.779045
61 H 3.384444 3.716492 1.591592
62 H 3.154632 2.010042 1.962591
63 H 1.140638 3.501334 2.418777
64 H 1.173260 3.930272 0.691506
65 C -1.275119 6.609763 1.847870
66 C -0.284149 6.094347 2.774340
67 N 0.534074 5.731984 3.492986
68 H -2.178862 6.886594 2.380608
69 H -0.888315 7.483924 1.323804
70 H -1.533762 5.848508 1.112766
71 C 0.926791 1.966291 -6.749579
72 C 1.067097 1.557945 -5.359640
73 N 1.179762 1.244668 -4.261378
74 H 1.636622 1.432226 -7.379304
75 H -0.076126 1.762739 -7.117968
76 H 1.109663 3.029863 -6.856236
77 C 3.898337 5.025882 5.082208
78 C 4.530048 4.011112 4.251105
79 N 4.989276 3.196041 3.585702
80 H 4.296091 6.011524 4.847042
81 H 2.822381 5.041779 4.906563
82 H 4.078850 4.824128 6.136818
83 C 3.315885 -0.601322 5.571519
84 C 2.811670 -0.386634 4.226925
85 N 2.405592 -0.232660 3.165633
86 H 4.068370 -1.387745 5.570553
87 H 3.768989 0.311773 5.954730
88 H 2.506754 -0.899238 6.236206
89 C 1.497211 6.119902 -8.983789
90 C 0.727134 4.885057 -9.007425
91 N 0.119971 3.911422 -9.025411
92 H 2.555528 5.911871 -9.131379
93 H 1.164423 6.790373 -9.774070
94 H 1.375327 6.626727 -8.028004
95 C -5.922871 -1.165196 -2.618828
96 C -5.824168 -1.483797 -1.202360
97 N -5.712133 -1.744045 -0.090508
98 H -5.183031 -1.728870 -3.184936
99 H -6.912635 -1.411721 -2.999367
100 H -5.741813 -0.103909 -2.782431
101 C -5.008403 3.255402 5.214426
102 C -4.099909 4.171188 4.542799
103 N -3.363300 4.880312 4.023393
104 H -4.502771 2.759784 6.041281
105 H -5.871136 3.791120 5.606839
106 H -5.359662 2.493164 4.520920
107 C 2.415774 -7.851816 2.866014
108 C 1.776636 -8.845519 2.016774
109 N 1.267624 -9.627081 1.348202
110 H 2.181096 -6.843877 2.522355
111 H 2.075335 -7.947429 3.895927
112 H 3.497924 -7.971193 2.855264

Forces on atoms 1 to 3 (eV/Å):
C 0.1419 -0.4249 -0.3241
O 0.0228 0.1712 0.2281
C 0.0804 -0.2330 -0.1725

Its gap between HOMO and LUMO is 8.039 eV. The net charge is 0. As for the LUMO energy: 0.4 eV. As for the energy above the lowest of the compared OMol25 structures with the same formula, charge and spin: 0.0 kcal per mole. The HOMO energy comes out at -7.64 eV.



Total energy (computed, a.u.): -3645.51401; -3281.09714